(1)
The following is a quantum chemistry calculation of a structure of composition C12H14I2N2Pb at a distorted geometry, from the OMol25 dataset.

2S+1	1
E_HOMO (spin up / spin down)	-16.2008 / -16.0227	eV
strongest force on any atom	0.0556	Eh/bohr
charge	+2
E_tot	-37080.768	eV
frontier orbital gap (spin up / spin down)	5.96 / 4.86	eV

Element x y z (Å)
C 0.1513 1.4959 1.5341
C 0.1452 -1.4148 1.6139
H 1.1957 1.7693 1.4622
H -0.1242 1.0205 2.4474
H -0.5413 2.2350 1.1979
H 0.3119 -2.3270 1.0842
H 1.0058 -1.0748 2.1571
H -0.7850 -1.3505 2.1353
C 0.0945 2.6696 -1.6531
C 0.1770 3.4631 -2.7955
C 0.0875 2.8585 -4.0479
C -0.0793 1.4779 -4.1192
H 0.1765 3.0734 -0.6566
H 0.3160 4.5312 -2.6855
H 0.1547 3.4454 -4.9551
H -0.1359 0.9803 -5.0828
N -0.0758 1.3770 -1.7716
C -0.1615 0.7076 -2.9582
C -0.3027 -0.7217 -2.9470
N -0.2783 -1.3852 -1.7559
C -0.3828 -2.6854 -1.6257
C -0.5693 -2.8835 -4.0120
C -0.5314 -3.4855 -2.7559
H -0.3444 -3.0916 -0.6283
H -0.6124 -4.5587 -2.6338
C -0.4561 -1.4982 -4.0971
H -0.4868 -1.0031 -5.0629
H -0.6840 -3.4763 -4.9106
Pb -0.0075 -0.0049 -0.0512
I 2.7781 -0.1446 -0.4822
I -2.8098 0.0975 0.2999

Forces on atoms 1 to 2 (eV/Å):
0.7 1.4 0.8
0.1 -0.9 0.9



(2)
The following is a quantum chemistry calculation of an isolated molecule of C3H3N5 at a distorted geometry, from the OMol25 dataset.

2S+1	1
E_HOMO	-8.5170	eV
strongest force on any atom	0.1358	Eh/bohr
E_tot	-10606.347	eV
structure (SMILES)	c1ncn2nn[nH]c12
frontier orbital gap	9.14	eV
energy above the lowest of the compared OMol25 structures with the same formula, charge and spin	2.520	eV

Element x y z (Å)
C -1.1733 0.9524 -0.1685
N -1.9148 -0.1945 0.0012
C -1.1206 -1.2101 0.0358
N 0.1359 -0.7907 0.2333
N 1.5013 -1.2711 -0.1447
N 2.2825 -0.2187 -0.0892
N 1.4815 0.7920 0.1283
C 0.1740 0.5407 0.0013
H -1.8659 1.8441 -0.0448
H -1.4530 -2.2013 -0.0904
H 1.9524 1.7571 0.1379

Forces on atoms 1 to 2 (eV/Å):
-0.3 0.5 1.8
-0.6 0.3 -1.4